A molecular structure, C71H59AsIrN8O2P in a non-equilibrium geometry. Source: OMol25; level of theory: ωB97M-V/def2-TZVPD.

Structure (ORCA input):
```
! wB97M-V def2-TZVPD RIJCOSX def2/J DEFGRID3
* xyz 2 1
Ir -0.17 -0.03 0.23
C 2.63 -0.97 4.94
N 2.44 -0.55 3.55
C 1.27 -0.33 2.93
N 1.44 -0.02 1.66
C 2.81 0.02 1.45
C 3.44 -0.34 2.62
C 4.87 -0.38 2.94
C 5.41 0.52 3.86
C 6.77 0.49 4.15
C 7.59 -0.43 3.52
C 7.06 -1.33 2.60
C 5.70 -1.30 2.31
C 3.56 0.63 0.33
C 4.25 -0.14 -0.60
C 5.12 0.47 -1.49
C 5.30 1.84 -1.46
C 4.62 2.61 -0.53
C 3.76 2.01 0.37
P -0.29 -0.22 3.80
C -0.96 1.26 2.99
N -1.12 1.51 1.68
C -1.87 2.66 1.60
C -2.14 3.12 2.87
N -1.55 2.23 3.73
C -1.62 2.30 5.19
C -2.97 4.26 3.32
C -4.23 4.01 3.86
C -5.02 5.06 4.29
C -4.56 6.37 4.17
C -3.31 6.62 3.63
C -2.51 5.57 3.21
C -2.54 3.20 0.40
C -2.28 4.49 -0.07
C -3.05 5.03 -1.08
C -4.09 4.30 -1.63
C -4.37 3.02 -1.17
C -3.60 2.48 -0.15
C -1.19 -1.41 2.78
N -1.45 -1.27 1.48
C -2.34 -2.29 1.15
C -2.54 -3.06 2.27
N -1.82 -2.48 3.28
C -1.82 -2.93 4.67
C -3.43 -4.22 2.47
C -2.93 -5.42 2.95
C -3.77 -6.51 3.13
C -5.12 -6.40 2.83
C -5.62 -5.20 2.33
C -4.79 -4.11 2.15
C -3.15 -2.43 -0.07
C -3.14 -3.62 -0.79
C -4.02 -3.80 -1.85
C -4.93 -2.80 -2.17
C -4.95 -1.61 -1.44
C -4.05 -1.43 -0.40
H 2.00 -1.83 5.16
H 3.67 -1.26 5.06
H 2.41 -0.16 5.62
H 4.77 1.25 4.34
H 7.18 1.19 4.86
H 8.65 -0.45 3.74
H 7.70 -2.05 2.11
H 5.29 -2.01 1.60
H 4.12 -1.21 -0.60
H 5.66 -0.14 -2.21
H 5.98 2.31 -2.16
H 4.77 3.69 -0.50
H 3.26 2.60 1.13
H -1.97 3.29 5.46
H -2.31 1.55 5.58
H -0.63 2.14 5.61
H -4.59 2.99 3.94
H -6.00 4.87 4.70
H -5.18 7.19 4.50
H -2.95 7.64 3.55
H -1.52 5.76 2.80
H -1.46 5.05 0.35
H -2.83 6.02 -1.45
H -4.70 4.74 -2.41
H -5.20 2.47 -1.57
H -3.83 1.50 0.25
H -2.80 -3.31 4.92
H -1.09 -3.72 4.82
H -1.58 -2.09 5.32
H -1.87 -5.52 3.16
H -3.37 -7.44 3.51
H -5.78 -7.25 2.97
H -6.68 -5.12 2.09
H -5.18 -3.18 1.77
H -2.46 -4.42 -0.51
H -4.02 -4.72 -2.41
H -5.63 -2.95 -2.98
H -5.68 -0.85 -1.67
H -4.08 -0.53 0.20
O -1.07 -1.77 -1.91
C -1.49 -0.59 -2.24
C -2.36 -0.32 -3.41
C -2.24 1.20 -3.52
C -1.48 1.64 -2.28
O -1.09 2.72 -1.99
N -1.13 0.44 -1.53
H -3.36 -0.66 -3.16
H -2.02 -0.88 -4.28
H -3.18 1.74 -3.56
H -1.64 1.50 -4.38
N 0.45 -2.81 -0.49
C -0.14 -1.76 -0.78
H 0.23 -3.58 -1.13
C 6.16 -2.60 -4.25
C 5.38 -3.15 -3.24
C 4.19 -2.54 -2.88
C 3.77 -1.37 -3.52
C 4.55 -0.83 -4.53
C 5.74 -1.44 -4.89
As 2.06 -0.65 -2.91
C 0.96 -1.24 -4.43
C 0.29 -0.39 -5.30
C -0.47 -0.90 -6.35
C -0.59 -2.27 -6.52
C 0.07 -3.13 -5.65
C 0.84 -2.62 -4.62
C 2.15 1.27 -3.22
C 1.88 2.05 -2.10
C 1.92 3.44 -2.16
C 2.24 4.06 -3.35
C 2.50 3.30 -4.48
C 2.46 1.92 -4.42
H 7.09 -3.07 -4.53
H 5.70 -4.06 -2.74
H 3.59 -2.97 -2.09
H 4.24 0.07 -5.05
H 6.35 -1.01 -5.68
H 0.38 0.68 -5.20
H -0.96 -0.23 -7.04
H -1.17 -2.67 -7.34
H 0.00 -4.20 -5.79
H 1.38 -3.30 -3.97
H 1.65 1.56 -1.16
H 1.70 4.02 -1.27
H 2.28 5.15 -3.40
H 2.74 3.79 -5.42
H 2.64 1.35 -5.32
*
```

- Gap between HOMO and LUMO: 5.932 eV
- Maximum force: 1.660 eV Å⁻¹
- E_LUMO: -6.310 eV